{"formula": "C21H16AgIN3O4S2", "method": "ωB97M-V with the def2-TZVPD basis set", "total_charge": -1, "elements": ["Ag", "C", "C", "N", "C", "C", "C", "O", "C", "C", "N", "C", "C", "C", "C", "C", "C", "I", "C", "O", "H", "H", "H", "H", "H", "H", "H", "H", "H", "H", "H", "H", "O", "S", "O", "N", "C", "S", "C", "C", "C", "C", "C", "C", "H", "H", "H", "H"], "xyz": [[-0.696, 0.532, -0.789], [3.751, -0.150, -2.264], [3.234, -1.398, -1.540], [3.884, -2.506, -1.552], [3.460, -3.543, -0.845], [2.203, -3.619, -0.260], [1.831, -4.829, 0.520], [1.932, -4.695, 1.940], [1.376, -2.460, -0.286], [0.019, -2.590, 0.214], [-0.933, -1.883, -0.159], [-2.194, -2.153, 0.446], [-2.822, -1.006, 0.958], [-4.118, -1.064, 1.429], [-4.892, -2.173, 1.350], [-4.271, -3.311, 0.851], [-2.961, -3.324, 0.397], [-2.228, -5.163, -0.432], [1.896, -1.267, -0.900], [1.367, -0.109, -1.023], [4.779, -0.275, -2.617], [3.904, 0.711, -1.523], [3.109, 0.108, -3.070], [3.984, -4.440, -0.927], [2.526, -5.622, 0.199], [0.775, -5.089, 0.366], [2.060, -3.838, 2.334], [-0.166, -3.407, 0.980], [-2.306, -0.031, 0.998], [-4.604, -0.087, 1.656], [-5.913, -2.151, 1.634], [-4.898, -4.111, 0.647], [-1.291, 6.661, -2.365], [-1.644, 6.090, -1.091], [-2.261, 7.007, -0.173], [-2.506, 4.705, -1.288], [-1.925, 3.741, -0.627], [-2.582, 2.129, -0.772], [-0.595, 4.017, -0.038], [0.176, 3.150, 0.777], [1.346, 3.713, 1.279], [1.777, 4.985, 0.924], [0.979, 5.869, 0.208], [-0.199, 5.370, -0.233], [-0.218, 2.207, 1.076], [1.877, 3.173, 2.058], [2.671, 5.209, 1.469], [1.311, 6.911, 0.066]], "forces_ev_per_angstrom": [[-0.194, 0.304, -0.202], [1.381, 0.113, 2.155], [-1.383, 1.297, 0.266], [1.605, 0.365, -0.331], [-2.604, -0.348, 0.269], [0.948, 1.457, 0.271], [-0.251, 0.167, 0.127], [0.138, -1.139, 0.609], [0.344, 0.330, -0.430], [2.078, -1.970, 1.258], [-2.351, 0.731, -0.115], [-0.282, 1.262, -0.384], [0.030, -0.234, 0.522], [-0.297, 2.998, -0.100], [1.125, -1.098, -0.260], [0.068, 0.868, -0.161], [0.490, -0.155, -0.085], [-0.290, 0.749, 0.218], [0.794, -0.087, -0.673], [-0.310, -0.497, 0.362], [-0.231, -0.598, -0.249], [-0.925, -0.999, -0.993], [-0.592, 0.566, -0.518], [1.260, -1.313, 0.012], [-0.501, -0.042, 0.300], [0.461, -0.381, -0.461], [0.141, 0.670, -0.735], [0.271, 0.819, -0.762], [-0.215, -0.794, -0.173], [0.509, -0.814, 0.241], [-0.766, -0.177, 0.124], [-0.784, -1.820, -0.102], [0.082, -0.603, 0.046], [1.017, 1.276, -0.105], [-0.356, -0.189, 0.375], [0.389, 0.298, 0.921], [-0.320, -1.340, -1.731], [0.399, 0.347, 0.421], [1.104, 0.445, 1.259], [-0.550, 2.395, -0.874], [-0.514, -0.712, 0.032], [-0.255, -0.772, 1.132], [1.351, 0.952, 0.238], [-2.393, -2.050, -1.098], [-0.020, -0.588, 0.144], [0.270, -0.038, -0.364], [0.528, 0.980, -0.332], [-0.395, -0.629, -0.063]]}



{"formula": "C37H87BNO8S8", "method": "ωB97M-V with the def2-TZVPD basis set", "total_charge": -1, "de_lowest_ev": 0.000, "elements": ["C", "C", "C", "C", "C", "C", "C", "C", "C", "C", "C", "C", "C", "C", "C", "C", "O", "B", "O", "C", "C", "C", "C", "S", "C", "S", "N", "C", "C", "C", "C", "H", "H", "H", "H", "H", "H", "H", "H", "H", "H", "H", "H", "H", "H", "H", "H", "H", "H", "H", "H", "H", "H", "H", "H", "H", "H", "H", "H", "H", "H", "H", "H", "H", "H", "H", "H", "H", "H", "H", "H", "H", "H", "H", "H", "H", "H", "H", "H", "H", "H", "H", "C", "S", "O", "C", "H", "H", "H", "H", "H", "H", "C", "S", "O", "C", "H", "H", "H", "H", "H", "H", "C", "S", "O", "C", "H", "H", "H", "H", "H", "H", "C", "S", "O", "C", "H", "H", "H", "H", "H", "H", "C", "S", "O", "C", "H", "H", "H", "H", "H", "H", "C", "S", "O", "C", "H", "H", "H", "H", "H", "H"], "xyz": [[4.514, -0.988, 2.418], [4.873, -1.131, 0.934], [4.253, -2.366, 0.282], [4.653, -2.554, -1.186], [3.486, -2.479, -2.171], [2.554, -1.290, -1.948], [3.237, 0.056, -2.209], [2.444, 1.318, -1.770], [1.261, 1.059, -0.838], [0.462, 2.337, -0.505], [0.258, 2.535, 1.004], [-0.887, 1.684, 1.579], [-2.171, 2.429, 1.927], [-2.901, 3.068, 0.732], [-4.427, 2.865, 0.837], [-4.814, 1.647, 0.001], [-4.149, 0.498, 0.454], [-4.998, -0.050, 1.595], [-6.348, 0.595, 1.347], [-6.288, 1.255, 0.115], [-6.805, 0.455, -1.104], [-5.771, -0.206, -2.035], [-5.810, -1.716, -2.228], [-5.051, -2.612, -0.873], [-3.392, -2.603, -1.316], [-2.749, -2.218, -2.778], [-2.616, -2.955, -0.167], [-1.694, -1.847, 0.150], [-1.124, -1.941, 1.553], [-1.933, -4.247, -0.396], [-1.600, -4.943, 0.928], [5.418, -0.962, 3.030], [3.956, -0.080, 2.634], [3.925, -1.847, 2.743], [5.959, -1.171, 0.798], [4.522, -0.256, 0.378], [4.578, -3.238, 0.861], [3.166, -2.295, 0.395], [5.116, -3.540, -1.299], [5.425, -1.827, -1.460], [3.911, -2.402, -3.180], [2.925, -3.419, -2.149], [2.115, -1.344, -0.950], [1.717, -1.397, -2.647], [3.406, 0.111, -3.290], [4.222, 0.064, -1.734], [3.132, 1.983, -1.240], [2.079, 1.850, -2.653], [1.645, 0.668, 0.113], [0.592, 0.300, -1.252], [-0.496, 2.330, -1.029], [1.019, 3.200, -0.892], [0.070, 3.594, 1.215], [1.200, 2.278, 1.504], [-0.538, 1.229, 2.517], [-1.126, 0.856, 0.901], [-2.844, 1.741, 2.440], [-1.910, 3.227, 2.638], [-2.571, 2.618, -0.209], [-2.679, 4.138, 0.686], [-4.976, 3.756, 0.511], [-4.677, 2.678, 1.885], [-4.575, 1.890, -1.048], [-5.058, -1.274, 1.573], [-4.542, 0.318, 2.701], [-6.914, 2.160, 0.193], [-7.522, -0.288, -0.734], [-7.387, 1.155, -1.714], [-5.944, 0.182, -3.047], [-4.756, 0.082, -1.761], [-5.298, -1.979, -3.153], [-6.834, -2.097, -2.315], [-2.279, -0.926, 0.064], [-0.868, -1.805, -0.575], [-1.881, -1.795, 2.325], [-0.375, -1.151, 1.674], [-0.604, -2.888, 1.723], [-1.027, -4.078, -0.991], [-2.604, -4.874, -0.986], [-1.946, -4.350, 1.775], [-0.518, -5.037, 1.044], [-2.002, -5.953, 1.004], [-6.799, 6.350, -2.278], [-5.973, 7.346, -1.029], [-4.775, 6.584, -0.615], [-7.207, 7.088, 0.254], [-6.156, 6.336, -3.156], [-6.929, 5.337, -1.897], [-7.760, 6.800, -2.529], [-7.306, 6.019, 0.442], [-8.158, 7.520, -0.061], [-6.850, 7.591, 1.150], [3.423, 5.401, -5.100], [3.782, 4.121, -3.892], [3.373, 4.661, -2.570], [5.567, 4.274, -3.987], [2.341, 5.495, -5.161], [3.862, 6.343, -4.768], [3.829, 5.098, -6.066], [5.850, 5.295, -3.729], [5.889, 4.009, -4.994], [5.987, 3.574, -3.267], [5.633, 3.431, -9.384], [6.024, 2.117, -8.223], [5.610, 2.599, -6.881], [7.808, 2.306, -8.308], [4.549, 3.506, -9.433], [6.057, 4.368, -9.022], [6.031, 3.177, -10.366], [8.075, 3.323, -8.023], [8.149, 2.082, -9.318], [8.242, 1.596, -7.607], [0.602, -7.831, 4.691], [-0.256, -8.397, 3.217], [0.308, -7.627, 2.081], [-1.828, -7.634, 3.631], [1.640, -8.150, 4.605], [0.530, -6.742, 4.731], [0.146, -8.284, 5.572], [-1.677, -6.561, 3.762], [-2.219, -8.090, 4.542], [-2.509, -7.822, 2.803], [0.780, -4.110, 6.232], [0.440, -3.971, 4.477], [-0.434, -5.132, 4.145], [2.090, -4.404, 3.918], [-0.154, -3.915, 6.755], [1.128, -5.121, 6.450], [1.528, -3.367, 6.515], [2.358, -5.386, 4.307], [2.793, -3.643, 4.260], [2.066, -4.427, 2.831], [1.536, 1.737, 4.545], [2.811, 0.796, 5.384], [2.699, -0.606, 4.903], [2.047, 0.844, 7.011], [1.802, 1.786, 3.490], [0.577, 1.231, 4.661], [1.496, 2.744, 4.961], [1.051, 0.405, 6.952], [1.993, 1.877, 7.356], [2.673, 0.262, 7.684]], "forces_ev_per_angstrom": [[0.347, -0.163, -0.143], [-0.156, 0.230, -0.234], [0.256, -0.113, 0.370], [-0.030, -0.271, 0.044], [0.167, 0.203, -0.255], [-0.142, -0.142, -0.346], [-0.254, 0.035, -0.004], [-0.012, -0.362, 0.057], [-0.173, 0.102, 0.311], [0.492, 0.303, -0.064], [-0.375, -0.011, -0.330], [0.194, -0.183, 0.494], [0.268, 0.283, -0.234], [-0.346, 0.110, 0.254], [0.273, 0.025, -0.047], [-0.376, 0.186, 0.039], [-0.017, -0.147, -0.039], [-0.022, 0.213, 0.169], [0.114, -0.468, -0.201], [0.039, 0.466, 0.437], [-0.120, -0.198, 0.082], [-0.002, 0.172, -0.589], [-0.510, -0.212, -0.076], [0.213, 0.007, 0.054], [-0.066, 0.282, 0.085], [0.050, 0.010, 0.014], [0.144, -0.351, -0.513], [-0.244, 0.095, 0.273], [0.491, 0.114, 0.153], [-0.144, 0.151, 0.376], [0.436, 0.023, 0.087], [-0.081, -0.006, 0.086], [-0.112, -0.098, -0.031], [-0.087, 0.174, 0.131], [-0.038, 0.019, -0.009], [0.131, 0.007, 0.070], [-0.136, 0.001, 0.001], [0.121, -0.165, -0.002], [0.083, 0.086, -0.056], [-0.071, 0.022, 0.060], [-0.098, -0.083, 0.001], [-0.074, 0.112, 0.113], [0.065, 0.096, -0.089], [-0.074, 0.048, 0.132], [0.200, 0.048, 0.073], [-0.064, -0.008, -0.046], [-0.092, 0.205, -0.214], [0.058, 0.052, 0.058], [-0.028, -0.219, -0.095], [0.059, -0.010, 0.025], [-0.006, 0.024, 0.107], [-0.029, -0.046, -0.025], [-0.018, -0.041, 0.015], [-0.015, 0.095, -0.092], [-0.053, -0.145, -0.174], [0.022, 0.114, 0.044], [0.015, -0.040, -0.083], [-0.081, -0.082, 0.073], [0.091, 0.045, 0.071], [0.090, -0.059, -0.103], [0.055, -0.061, -0.111], [-0.204, 0.006, -0.078], [0.269, -0.158, 0.073], [0.118, 0.098, -0.035], [-0.105, 0.028, -0.102], [-0.018, 0.000, -0.034], [0.079, 0.036, 0.063], [-0.016, -0.054, 0.018], [0.131, 0.132, 0.063], [-0.057, -0.148, -0.026], [0.106, -0.107, 0.059], [0.033, 0.115, 0.117], [0.067, -0.041, 0.008], [-0.079, -0.081, -0.117], [-0.098, -0.113, -0.098], [-0.088, -0.015, 0.003], [-0.063, 0.227, 0.017], [-0.022, -0.074, -0.080], [0.019, 0.073, -0.039], [-0.223, -0.284, -0.127], [-0.052, -0.136, 0.082], [-0.091, 0.056, -0.098], [-0.060, -0.009, -0.045], [-0.125, -0.055, -0.009], [0.199, 0.030, 0.033], [-0.074, 0.007, 0.023], [0.010, 0.001, 0.010], [0.030, 0.003, 0.017], [0.005, -0.005, -0.009], [0.035, -0.004, -0.005], [0.003, 0.002, 0.011], [0.013, -0.002, -0.006], [0.019, 0.016, -0.112], [-0.054, -0.114, 0.033], [0.020, 0.097, 0.066], [0.090, 0.010, -0.063], [0.001, -0.005, 0.013], [-0.004, -0.011, 0.028], [-0.012, -0.009, 0.000], [-0.027, -0.004, 0.033], [-0.003, -0.047, 0.014], [-0.015, 0.004, 0.010], [0.003, 0.041, -0.051], [-0.032, -0.089, -0.025], [-0.004, 0.128, 0.061], [0.061, 0.014, -0.028], [0.001, -0.010, 0.010], [-0.001, -0.009, 0.021], [-0.014, 0.000, -0.003], [-0.020, 0.000, 0.013], [0.006, -0.011, 0.007], [-0.015, -0.002, 0.004], [0.216, -0.075, 0.203], [-0.123, 0.084, 0.145], [0.196, -0.042, -0.221], [-0.199, 0.062, -0.036], [0.010, -0.094, -0.015], [-0.092, -0.329, -0.064], [0.010, -0.049, 0.003], [-0.071, -0.259, -0.067], [-0.008, -0.054, -0.005], [0.002, -0.073, -0.009], [0.099, 0.075, 0.131], [0.034, 0.391, -0.126], [-0.027, 0.445, 0.106], [0.110, 0.014, 0.000], [-0.010, -0.007, 0.000], [0.005, 0.018, 0.013], [-0.033, -0.015, -0.030], [-0.009, 0.016, -0.044], [-0.056, 0.058, -0.023], [-0.021, -0.021, -0.005], [-0.029, -0.017, -0.021], [-0.020, 0.091, -0.009], [-0.071, -0.200, 0.162], [-0.031, 0.021, 0.048], [-0.013, -0.016, 0.053], [0.025, -0.017, -0.016], [0.013, 0.015, -0.014], [0.003, -0.011, -0.033], [0.006, -0.004, 0.006], [0.015, -0.005, -0.007]]}



{"formula": "C2H7N3O", "method": "ωB97M-V with the def2-TZVPD basis set", "de_lowest_ev": 5.733, "elements": ["C", "C", "H", "H", "H", "H", "H", "H", "H", "N", "N", "N", "O"], "xyz": [[-2.269, 0.210, 0.018], [0.177, 0.189, -0.131], [-3.118, -0.769, -0.430], [-2.188, 1.461, -0.711], [-2.415, 0.410, 1.514], [-0.934, -1.250, -0.841], [1.453, -1.284, 0.699], [3.336, -0.197, -0.649], [2.803, 0.572, 0.874], [-1.004, -0.535, -0.087], [1.456, -0.506, -0.059], [2.603, 0.319, -0.074], [0.100, 1.380, -0.123]], "forces_ev_per_angstrom": [[-1.054, -0.265, 0.607], [0.943, 0.457, 1.137], [2.226, 3.808, 1.600], [-0.570, -4.190, 2.518], [0.059, -0.315, -4.880], [-0.673, 0.453, 1.038], [-0.127, 1.764, -1.855], [-1.098, 1.191, 1.699], [0.915, 0.126, 0.162], [0.617, -1.468, -1.407], [-1.880, -1.657, 1.128], [-0.106, -1.389, -1.634], [0.748, 1.483, -0.113]]}



Values for frontier orbital gap, eV, ordered as above
7.159, 5.323, 10.188